Entry from the OMol25 dataset: a structure of composition C8H8N2O3S (ωB97M-V/def2-TZVPD).

ORCA input file:
```
! wB97M-V def2-TZVPD RIJCOSX def2/J DEFGRID3
* xyz 0 3
C -0.377 -2.514 1.415
C -1.482 -2.364 0.588
C 0.464 -1.453 1.851
C -1.671 -1.142 -0.052
C 0.274 -0.250 1.195
C -0.765 -0.212 0.299
C 1.042 1.064 1.385
C 1.245 0.859 -1.996
N 0.401 1.939 0.665
N -0.723 1.613 -0.043
O 1.970 1.231 2.158
O -0.194 2.906 -2.075
O -1.489 0.860 -2.235
S -0.374 1.562 -1.668
H -0.148 -3.544 1.721
H -2.220 -3.166 0.370
H 1.274 -1.466 2.588
H -2.535 -1.146 -0.772
H 1.223 0.487 -3.074
H 1.822 1.783 -1.775
H 1.551 0.038 -1.306
H 0.713 2.914 0.759
*
```

Properties
Max |F| (eV/Å): 10.37
⟨S²⟩: 2.030
Gap between HOMO and LUMO (spin up / spin down) (eV): 5.72 / 5.57